(1)
Density functional theory data (ωB97M-V/def2-TZVPD) for 3 unconnected molecules or ions with the total composition C34H32FN3O6S.

Atoms and positions in Å:
C -6.3764 -3.2779 4.4571
C -2.2040 -3.7277 3.6763
H 6.9409 2.0172 -0.8520
C -4.9165 -3.4158 4.1854
H 8.1350 3.9945 -0.5286
O 1.9203 -0.4044 -2.5786
C -4.9189 -1.2436 2.9209
H 4.0476 -0.0588 -0.4722
H -10.1219 -0.6135 3.9812
S 4.6859 1.4287 1.7851
H -2.3530 -1.8713 2.5990
C 3.6646 2.8073 -3.0760
C -2.8879 -4.6779 4.4273
N 5.4483 1.2536 0.3424
C -8.4162 -1.8843 4.2135
O -4.3181 -0.4203 2.2619
C -4.2409 -4.5250 4.6790
C 0.7102 -0.4752 -2.6731
H 3.4160 3.0200 -4.1212
C -2.3704 0.2965 -0.6153
C -2.8713 -2.6190 3.1843
H 2.9561 4.0729 -1.5866
C -8.3702 0.2343 3.0745
C 4.4496 0.9194 -0.7358
C 5.0627 0.8226 -2.1357
H 2.8755 2.1493 -2.6980
O -3.4205 -0.6072 -3.0541
N 3.6372 4.0749 -2.3295
C 0.8726 -1.3903 -4.9751
H 5.8054 2.7857 -2.7493
C -1.7901 0.7200 0.5697
C -7.0622 -2.0530 3.9518
H 1.4745 0.3661 -0.2672
C 0.0675 -0.9751 -3.9209
C -1.8953 -1.5321 -5.2045
C -6.3651 -1.0772 3.2369
H -8.8805 1.1276 2.7393
H 5.2709 1.7578 -4.0473
C -1.3220 -1.0401 -4.0386
H 0.9240 -2.2015 -6.9547
H 7.5802 4.9103 0.6626
C -1.5699 -0.1056 -1.6768
H 3.6123 1.6259 -0.7107
C -0.4058 0.7408 0.7014
C -1.0883 -1.9517 -6.2484
H 8.0023 2.1253 1.2962
C -2.2149 -0.5840 -2.9320
H -1.5371 -2.3377 -7.1542
H 6.7979 3.2682 1.9176
C 0.2958 -1.8771 -6.1355
H 1.9471 -1.3287 -4.8708
O 3.5085 0.6198 1.8088
C 6.3243 2.3930 -0.0305
C 0.3964 0.3524 -0.3587
C -7.0232 0.0671 2.8026
C 5.0181 2.0767 -3.0310
H -4.7869 -5.2578 5.2570
H -1.1479 -3.8527 3.4766
C -9.0676 -0.7438 3.7753
H -6.4687 0.8159 2.2538
H -8.9439 -2.6523 4.7621
H -2.9730 -1.5804 -5.2784
H 4.5168 0.0320 -2.6569
H -3.4459 0.2667 -0.7234
H 5.7262 3.2220 -0.4245
H -2.4220 1.0177 1.3950
H 4.5354 4.3116 -1.9390
F 4.1705 2.9376 1.6653
C -0.1785 -0.0703 -1.5503
O -6.9842 -4.1293 5.0692
N 8.0852 4.0499 0.4843
O 5.6165 1.4281 2.8625
H 6.0974 0.4736 -2.0503
H 0.0496 1.0577 1.6307
C 7.3041 2.9189 1.0219
C -4.2275 -2.4560 3.4421
H -2.3626 -5.5407 4.8153

Summary:
total energy	-2428.61624	hartree
HOMO level	-9.259	eV
SMILES	O=C1c2ccccc2C(=O)c2ccccc21.O=C1c2ccccc2C(=O)c2ccccc21.NCCCCN(CCN)S(=O)(=O)F
charge	0
LUMO	-1.1	eV
gap between HOMO and LUMO	8.196	eV

(2)
Density functional theory data (ωB97M-V/def2-TZVPD) for a molecular structure, C34H32I2IrN4O10P2.

Atoms and positions in Å:
H -2.2365 4.6668 -2.1135
O 2.1187 -1.7959 -3.3382
C 0.4429 2.3470 0.8564
H -1.6601 0.4369 -2.4862
H 0.0667 -4.7902 1.2435
C 3.5911 2.6267 -1.8871
H -1.2097 1.0397 4.4128
O 1.3751 -1.6305 0.8177
O 2.8834 -4.3975 2.9718
C -1.7931 -3.8558 -0.8527
H -1.2821 -0.4997 3.5221
C -4.1014 0.2177 -0.6494
O 0.8989 1.1430 1.1172
C -2.1328 1.1712 2.4921
C -2.0242 2.5760 -2.4618
N 1.4023 -0.3429 -1.6918
C -1.4719 1.3769 -1.9918
C -2.2602 -1.7466 0.5675
C -1.1259 0.5747 3.4307
H 4.4222 -2.5759 0.9496
Ir 0.1593 -0.2920 -0.0755
C 0.3133 -2.4517 -1.9347
C -1.5051 -2.5679 -0.4521
H -4.5786 0.8879 -1.3652
C -2.4680 0.5419 1.2848
C -2.8039 2.3390 2.8414
O 2.5303 -3.6139 -0.3627
O 0.7189 -3.7906 4.7344
C 3.7818 0.6576 -0.3571
H 0.7072 -5.7623 2.5808
O -0.6984 -2.7206 2.8551
C -0.9837 3.7311 -0.6247
C 1.6219 1.3828 -3.4202
O -3.3226 -2.1115 1.0115
C 2.0578 0.8076 -2.2159
H 3.4538 -3.6459 3.1791
P 0.6545 -2.9518 3.3843
H 1.2098 0.0318 -5.0213
C -1.8003 3.7357 -1.7772
C 0.2012 4.7226 1.2331
H -3.3388 -0.3569 -1.1719
C 0.6614 0.6953 -4.3507
I 2.0651 3.3112 3.1785
H 1.6073 -5.6503 1.0458
H 1.4064 -0.9367 3.1172
C 1.7425 -3.9062 2.2776
N -0.7241 1.3381 -0.9165
N -0.4967 -1.9169 -1.0271
H -0.1080 0.7243 3.0783
H 0.1192 1.4256 -4.9522
C 2.1473 2.6148 -3.7952
C -0.9814 -4.4387 -1.8228
H -4.3090 3.7724 2.3159
H -0.0600 0.0665 -3.8316
I -1.4354 6.7399 -0.2597
O 3.6809 -2.2345 1.4663
C -4.1972 2.1636 0.9032
C 3.1001 1.3919 -1.4787
H -2.5366 2.8381 3.7652
H 1.7995 3.0742 -4.7131
P 2.3027 -2.8413 0.8710
C -0.6480 4.8574 0.1682
H -4.8455 -0.5006 -0.3005
C 3.1031 3.2510 -3.0226
C -3.8067 2.8545 2.0386
H 4.4298 1.3336 0.2007
H 4.4027 -0.1380 -0.7774
H -1.1734 -5.4557 -2.1379
H 0.7618 -4.1735 -3.0969
O 1.4775 -1.6420 3.7802
C -3.5571 0.9908 0.5208
H 0.4576 5.5872 1.8300
C 0.9760 -5.1102 1.7495
C 0.0882 -3.7413 -2.3715
H 3.4913 4.2156 -3.3234
C -0.4402 2.4948 -0.2423
H -2.6334 2.5579 -3.3538
H 3.0989 0.1913 0.3424
H -5.0216 2.5304 0.3024
H -2.6215 -4.3762 -0.3930
C 0.7581 3.4774 1.5771
H 4.3836 3.0899 -1.3116
C 1.4060 -1.5173 -2.3991
N -1.6544 -0.5280 0.8037
H -0.0302 -3.5945 5.3107

Summary:
energy relative to the best compared isomer or geometry (same formula, charge and spin)	5.6	kcal/mol
<S²>	0.756
total energy	-3669.04807	hartree
HOMO level (spin up / spin down)	-8.010 / -8.206	eV
multiplicity	2
charge	0
LUMO (spin up / spin down)	-0.8 / -2.3	eV
gap between HOMO and LUMO (spin up / spin down)	7.162 / 5.877	eV

(3)
Density functional theory data (ωB97M-V/def2-TZVPD) for a molecular structure, C34H32IrN4O4PS2.

Atoms and positions in Å:
H 0.8342 -7.1957 1.6058
C 1.9191 1.2402 -1.3969
H -2.2770 -2.1536 2.0943
C -2.9848 2.6413 -3.4416
C -3.9909 -3.2425 -0.5917
C -2.4063 2.0273 0.1869
H -3.4328 1.8222 0.4614
H 5.1297 -0.3074 -2.8793
C -2.7430 -1.2549 -1.0050
C -2.1669 2.2229 -1.1971
H 0.1541 2.3674 2.1713
H 2.7149 -6.9877 3.2214
H 3.2485 2.4512 -0.2237
C 0.5043 -0.3762 -2.7484
C 1.2983 -6.2438 1.8034
H 1.7211 6.6025 0.2359
C 2.9947 -0.3464 -2.8405
C 0.8418 3.3618 0.4084
C 4.3263 1.1322 -1.5047
H 1.1830 5.2881 -2.1606
C -0.8348 2.3532 -1.6983
C 0.9170 5.6558 1.9654
H -1.7942 1.1131 3.7641
H 2.9311 -1.1557 -3.5539
H 0.0473 0.2252 -3.5345
C 2.3479 -6.1109 2.7100
N -1.9475 0.2800 3.1892
O 0.5009 -2.0243 4.2470
H -3.8509 -3.9386 1.4358
C 0.8321 -2.8454 0.5532
H -1.7456 -1.1679 4.6943
N -2.2992 -1.2249 0.2495
C 1.8209 0.1864 -2.3205
H -3.8091 2.7477 -4.1295
H -3.8776 -2.2628 -2.5038
O -0.2170 -5.4667 -1.2838
H -1.4999 3.1431 -4.9166
H -4.6406 -4.0389 -0.9186
O 0.5167 -0.4475 2.6667
C 4.2364 0.1229 -2.4518
P 0.4543 1.8481 -0.5280
H 2.8983 -2.7569 2.5277
C -3.5698 -2.2586 -1.4714
H 2.8242 5.0709 -1.5760
C 1.3568 5.6788 0.6557
C -2.6821 -2.1821 1.0907
N -0.1616 -3.1768 -0.1908
C -0.0156 -1.1540 3.5864
S 1.4915 -1.2681 0.5069
H 5.2911 1.4895 -1.1816
C 1.4479 -3.8696 1.3955
H 1.8703 3.6647 -2.0346
S -0.4505 -4.8365 -0.0241
C 1.8233 4.6413 -1.5622
C 2.4729 -3.7274 2.3196
C -0.6129 2.6590 -3.0314
C 0.8643 -5.1088 1.1688
C 0.4914 4.4632 2.5305
H 3.7071 -4.7833 3.6971
C 0.4642 3.3250 1.7529
H 0.3954 2.7474 -3.4082
H -4.2355 2.1372 -1.7899
H 0.6433 -1.3828 -3.1315
C -3.5480 -3.1955 0.7191
H 0.9137 6.5614 2.5509
C 3.1755 1.6744 -0.9700
H -1.8868 2.6860 0.8720
H -2.9495 0.1377 3.0743
C 1.3241 4.5473 -0.1547
H 0.1804 4.4287 3.5630
H -2.4375 -0.4454 -1.6543
C -3.2244 2.3021 -2.1316
N -1.3923 -0.8785 3.7886
C -1.6813 2.8528 -3.8930
Ir -0.7265 0.2211 0.9287
H -0.1886 -0.4207 -1.9055
O -1.7409 -5.0162 0.5768
C 2.9143 -4.8698 2.9703

Summary:
energy relative to the best compared isomer or geometry (same formula, charge and spin)	110.9	kcal/mol
<S²>	0.842
total energy	-3076.52751	hartree
HOMO level (spin up / spin down)	-10.839 / -10.945	eV
multiplicity	2
charge	+1
LUMO (spin up / spin down)	-5.0 / -5.2	eV
gap between HOMO and LUMO (spin up / spin down)	5.862 / 5.708	eV

(4)
Density functional theory data (ωB97M-V/def2-TZVPD) for a molecular structure, C34H32N3O4S8Tc.

Atoms and positions in Å:
C 4.2679 2.1537 -3.0265
H 1.4692 -1.0885 3.1594
C -0.1814 0.2807 3.0633
H -3.0801 0.9293 1.7011
H 0.6931 -3.3519 -3.4541
H -2.5866 -2.0206 -0.9978
C 0.1635 -1.8625 -1.1577
H 4.4921 -1.9159 -0.1060
H -1.3619 2.8806 0.3357
C 3.1984 -1.5253 -3.1872
H -4.6021 -2.9504 1.6939
C -2.0804 -2.8543 -1.4742
C -2.8866 -2.6877 4.0256
C -2.3230 0.8853 2.4778
H -2.0117 4.3400 -4.5483
C 0.2268 3.2018 -2.1202
N 1.4726 -1.6160 -1.5312
N -1.1554 0.3204 2.1427
O 0.4714 0.9656 -1.3356
O 3.1016 -1.5170 1.6784
H -0.9429 -3.9703 -3.6653
C 4.1686 -1.8765 -2.2395
C 1.1391 -0.2084 2.5885
C -1.2620 -1.2978 -3.2301
H -0.5673 6.1783 -3.3492
H -5.1702 -1.2729 1.4486
H 5.7706 1.1918 -1.7507
C -0.3690 0.7311 4.3583
H -3.5073 1.8869 3.9416
C 0.9665 2.2503 -1.2029
H -2.7698 -3.3215 -2.1731
C 0.7897 2.8267 0.1906
H -1.8221 -3.5806 -0.7106
C 2.4608 -1.6041 -0.5606
H 2.3237 2.9579 -3.6489
C -1.7927 -3.1569 3.3684
H 5.1871 -2.0850 -2.5161
H 3.4713 -1.3852 -4.2226
C 4.7824 1.5714 -1.9145
C 3.7797 -1.8285 -0.9136
H -0.7221 -1.3765 -4.1715
N 1.1011 -0.5533 1.1770
S -4.0569 -1.4749 3.5147
C -1.9399 -4.5167 5.6639
H -2.3192 -1.4044 -3.4606
H 1.1465 -1.0769 -3.5265
H 4.8250 2.3350 -3.9281
O -2.1618 0.3050 -0.4836
C -0.2312 -3.5912 -2.9344
H 0.1556 -2.5594 -0.3194
S -3.2226 -3.3463 5.6242
S -1.7257 -5.5857 6.8879
Tc -0.5376 -0.0008 0.1472
H -3.4490 -1.6786 1.2002
H 1.4248 4.4357 3.2447
C 2.2130 -1.2615 0.8584
S -0.9504 2.5948 -3.2158
C -1.2770 4.1882 -3.7828
O -3.2727 0.9597 -0.3550
S 2.1035 3.3750 1.1677
C -4.3452 -1.8987 1.7722
C -0.8286 -2.3675 -2.2127
C 2.9085 2.4964 -2.8741
C -0.4087 3.0885 0.7925
S -1.1996 -2.8319 1.8176
C -2.5585 1.4192 3.7288
C 1.0225 3.9461 2.3791
S -0.9102 -4.4234 4.2714
H 1.0403 5.1135 -1.5908
S 3.6165 1.4255 -0.6615
C 1.8921 -1.3800 -2.8146
H -0.0221 -4.3835 -2.2196
C 2.4138 2.1876 -1.6433
C -1.5811 1.3074 4.7075
H 1.8954 0.5748 2.7694
H -1.1132 -0.3028 -2.8180
C -0.5183 5.1223 -3.1555
C -0.2732 3.7145 2.0512
H -1.1050 3.9866 2.6773
H 0.4404 0.6343 5.0662
C 0.3479 4.5554 -2.1972
H -1.7433 1.6730 5.7092

Summary:
<S²>	1.075
total energy	-5046.23364	hartree
HOMO level (spin up / spin down)	-3.941 / -3.908	eV
multiplicity	2
charge	-1
LUMO (spin up / spin down)	1.3 / 1.4	eV
gap between HOMO and LUMO (spin up / spin down)	5.212 / 5.286	eV

(5)
Density functional theory data (ωB97M-V/def2-TZVPD) for a molecular structure, C34H32N6OS2Y.

Atoms and positions in Å:
H 5.9192 -24.0572 -0.0867
N 6.1364 -16.7409 -2.8947
C 2.6091 -17.2171 -5.4324
C 4.2125 -15.8605 -4.1955
H 3.6416 -17.8204 2.6235
C 1.7674 -17.9219 -0.7832
N 6.0261 -17.2349 0.4116
N 2.4780 -16.7906 -1.0190
H 6.4654 -14.2114 -2.3696
C 4.5014 -20.9873 0.1991
H 0.0395 -19.1302 -1.3190
S 7.4083 -19.6103 -5.2951
H 2.6045 -13.9957 -6.5509
H 6.2514 -16.4477 -6.3888
H 5.1793 -18.7824 -5.8151
C 0.7160 -16.0377 -2.4565
Y 4.8208 -18.1993 -1.5193
H 8.9262 -15.8322 1.3237
C 5.4538 -23.1217 -0.3651
H -0.7321 -17.5339 -3.0477
C 2.3669 -16.0886 -6.2005
H 3.4851 -20.3717 1.9709
H 3.1684 -16.7314 1.3244
H 2.4034 -14.8633 -1.7823
C 0.1036 -17.2808 -2.3972
H 4.8206 -13.7068 -2.9806
C 6.4048 -16.8909 -7.3708
C 5.0208 -22.2107 0.6008
C 2.9485 -14.8500 -5.9540
N 6.6363 -17.3912 -4.0452
C 6.3720 -18.2882 -7.5381
C 6.6754 -18.8338 -8.7993
H 6.7569 -19.9125 -8.8846
H 7.9052 -17.1062 -0.4967
H 5.6095 -23.4112 -2.5417
C 6.0210 -19.2031 -6.3933
H 2.1415 -19.9171 -0.0937
O 3.7947 -18.1455 -3.5256
C 7.1065 -15.7321 2.4947
H 5.0879 -15.8488 3.3731
C 0.6090 -18.2127 -1.5016
H 7.0114 -15.9458 -10.5569
H 5.1586 -19.7724 1.7937
C 5.4114 -14.4902 -2.4815
C 6.6291 -16.0680 -8.4483
N 4.3561 -20.6847 -1.1047
C 6.8626 -16.6167 -9.7024
H 5.0897 -22.4746 1.6749
C 4.2151 -19.9494 1.2482
N 3.6801 -18.6833 0.6860
C 4.6285 -21.6362 -2.0393
C 7.8780 -16.1063 1.3930
H 7.5265 -15.1418 3.3175
H 0.3753 -15.2657 -3.1327
C 5.7624 -16.1334 2.5248
C 3.8736 -17.5298 1.6099
H 1.6579 -16.1766 -7.0328
C 1.8825 -15.8261 -1.7389
C 5.2489 -15.7607 -3.2188
C 7.3187 -16.8249 0.3608
C 5.2697 -16.9714 1.5194
H 5.6878 -20.1529 -6.8201
H 1.6122 -18.8353 1.1622
H 4.3466 -13.7670 -4.7084
C 2.2530 -18.9000 0.2755
H 2.1129 -18.1619 -5.6387
C 6.9330 -18.0058 -9.9018
S 7.3581 -19.4463 -2.3659
H 4.3629 -21.4222 -3.0905
C 7.1026 -18.6492 -3.8619
H 7.2019 -18.4092 -10.8860
C 5.2824 -22.8061 -1.7081
C 3.8545 -14.7173 -4.9289
H 6.6689 -14.9922 -8.2742
H 4.9982 -14.6026 -1.4569
C 3.5285 -17.1569 -4.3541

Summary:
total energy	-2553.21701	hartree
HOMO level (spin up / spin down)	-9.458 / -9.457	eV
charge	+1
LUMO (spin up / spin down)	-2.9 / -2.9	eV
gap between HOMO and LUMO (spin up / spin down)	6.550 / 6.549	eV

Q: Which of these has the lowest total energy?
A: C34H32N3O4S8Tc

Q: Look up the charge of the fourth one.
A: -1

Q: Look up the total energy of the second one.
A: -3669.04807 hartree